{"formula": "C50H32Cl4I2N6STi", "method": "the ωB97M-V functional and the def2-TZVPD basis", "total_charge": 1, "homo_ev": [-9.7, -9.6], "e_above_lowest_kcal_mol": 0.0, "orbital_gap_ev": [5.3, 5.2], "multiplicity": 2, "elements": ["Ti", "Cl", "C", "C", "C", "C", "C", "C", "C", "C", "C", "C", "C", "C", "C", "C", "C", "C", "Cl", "C", "C", "C", "N", "C", "C", "C", "C", "C", "C", "Cl", "C", "C", "C", "C", "C", "C", "N", "C", "C", "C", "C", "C", "N", "C", "C", "C", "C", "Cl", "C", "C", "C", "C", "N", "H", "H", "H", "H", "H", "H", "H", "H", "H", "H", "H", "H", "H", "H", "H", "H", "H", "H", "H", "H", "H", "H", "H", "H", "I", "C", "I", "H", "H", "C", "N", "C", "C", "N", "C", "H", "H", "H", "H", "H", "H", "S", "C"], "positions_angstrom": [[0.1153, -0.5367, -0.0989], [-8.6100, 3.3651, -0.0701], [-7.0362, 2.6683, 0.0427], [-6.8793, 1.4196, 0.6248], [-5.6143, 0.8602, 0.7072], [-4.5092, 1.5295, 0.1886], [-4.6849, 2.7892, -0.3829], [-5.9415, 3.3647, -0.4513], [-3.1461, 0.9370, 0.2742], [-2.6135, 0.7933, 1.5489], [-3.0560, 1.5097, 2.7007], [-2.1402, 1.3356, 3.6938], [-1.1278, 0.4714, 3.2035], [0.1174, 0.1933, 3.7332], [0.4064, 0.6272, 5.1182], [-0.4163, 0.2845, 6.1897], [-0.1452, 0.7477, 7.4658], [0.9436, 1.5792, 7.6803], [1.2745, 2.1705, 9.2662], [1.7669, 1.9465, 6.6249], [1.4990, 1.4661, 5.3566], [1.1925, -0.3393, 2.9730], [1.4028, -0.2743, 1.6056], [2.7351, -0.6220, 1.4467], [3.5286, -0.4711, 0.2894], [4.9969, -0.3894, 0.4934], [5.4958, 0.5881, 1.3578], [6.8567, 0.7535, 1.5384], [7.7385, -0.0712, 0.8542], [9.4383, 0.1253, 1.0780], [7.2648, -1.0517, -0.0039], [5.9004, -1.2042, -0.1842], [3.0149, -0.2324, -0.9823], [3.7703, 0.1229, -2.1479], [2.8773, 0.4534, -3.1128], [1.5628, 0.2925, -2.5532], [1.6756, -0.1623, -1.2606], [0.3536, 0.6440, -3.1644], [-0.8812, 0.6884, -2.4879], [-2.1353, 0.7874, -3.1597], [-3.1052, 0.8322, -2.2070], [-2.4542, 0.7635, -0.9391], [-1.0894, 0.6479, -1.1207], [0.3764, 1.0932, -4.5762], [-0.1724, 2.3306, -4.9223], [-0.0840, 2.8192, -6.2133], [0.5578, 2.0673, -7.1863], [0.7089, 2.6893, -8.7886], [1.0857, 0.8231, -6.8750], [0.9906, 0.3435, -5.5805], [3.2968, -1.0576, 2.6863], [2.3418, -0.8751, 3.6306], [-1.4694, 0.0915, 1.9090], [-7.7420, 0.8946, 1.0112], [-5.4828, -0.1082, 1.1749], [-3.8222, 3.3276, -0.7555], [-6.0763, 4.3486, -0.8788], [-3.9206, 2.1519, 2.7083], [-2.1213, 1.8063, 4.6626], [-1.2633, -0.3716, 6.0296], [-0.7785, 0.4675, 8.2964], [2.6029, 2.6106, 6.7958], [2.1288, 1.7671, 4.5298], [4.8059, 1.2413, 1.8765], [7.2369, 1.5211, 2.1980], [7.9655, -1.6874, -0.5275], [5.5290, -1.9822, -0.8403], [4.8444, 0.1624, -2.2089], [3.0942, 0.8256, -4.0986], [-2.2687, 0.7901, -4.2287], [-4.1697, 0.9041, -2.3574], [-0.6500, 2.9331, -4.1604], [-0.4990, 3.7856, -6.4640], [1.5716, 0.2377, -7.6436], [1.3821, -0.6406, -5.3548], [4.2862, -1.4635, 2.8152], [2.3964, -1.0992, 4.6827], [-1.1093, -5.6257, -0.3570], [0.9133, -5.3950, 0.2419], [1.7396, -3.3979, 0.1796], [1.5129, -6.0032, -0.4213], [0.9889, -5.7248, 1.2694], [-3.9943, -3.3446, -2.3931], [-2.6259, -2.8760, -2.2725], [-1.6152, -2.9936, -3.1880], [-0.5117, -2.4530, -2.6054], [-0.8307, -2.0109, -1.3405], [-2.1165, -2.2909, -1.1798], [-4.1231, -3.8553, -3.3427], [-4.6848, -2.5034, -2.3399], [-4.2202, -4.0419, -1.5872], [-1.7590, -3.4327, -4.1600], [0.4862, -2.3697, -3.0008], [-2.6912, -2.1104, -0.2896], [-1.2974, -2.5192, 2.3262], [-1.0852, -1.2027, 1.3857]], "lowdin_spin": [0.79, 0.00, 0.00, 0.00, 0.00, 0.00, 0.00, 0.00, 0.02, -0.01, 0.02, -0.01, 0.02, -0.03, 0.00, 0.00, 0.00, 0.00, 0.00, 0.00, 0.00, 0.03, -0.01, 0.01, -0.02, 0.00, 0.00, 0.00, 0.00, 0.00, 0.00, 0.00, 0.02, -0.01, 0.01, 0.00, 0.01, 0.02, -0.01, -0.01, -0.01, -0.01, 0.02, 0.00, 0.00, 0.00, 0.00, 0.00, 0.00, 0.00, 0.02, 0.00, -0.01, 0.00, 0.00, 0.00, 0.00, 0.00, 0.00, 0.00, 0.00, 0.00, 0.00, 0.00, 0.00, 0.00, 0.00, 0.00, 0.00, 0.00, 0.00, 0.00, 0.00, 0.00, 0.00, 0.00, 0.00, 0.00, 0.00, 0.00, 0.00, 0.00, 0.00, 0.00, 0.00, 0.00, 0.01, 0.00, 0.00, 0.00, 0.00, 0.00, 0.00, 0.00, 0.12, 0.00]}

{"formula": "C50H33F7N2O15", "method": "the ωB97M-V functional and the def2-TZVPD basis", "smiles": "NN1C(=O)c2cc(CCC(F)=C(F)F)c(C(F)(F)C(F)F)c(O)c2C1=O.O=C1C=CC(=O)C=C1.O=C1C=CC(=O)C=C1.O=C1C=CC(=O)C=C1.O=C1C=CC(=O)C=C1.O=C1C=CC(=O)C=C1.O=C1C=CC(=O)C=C1", "homo_ev": -9.4, "orbital_gap_ev": 7.3, "multiplicity": 1, "elements": ["N", "N", "C", "O", "C", "C", "C", "C", "C", "C", "F", "C", "F", "F", "C", "C", "F", "F", "C", "F", "F", "C", "O", "C", "C", "O", "H", "H", "H", "H", "H", "H", "H", "H", "H", "O", "C", "C", "C", "C", "O", "C", "C", "H", "H", "H", "H", "O", "C", "C", "C", "C", "O", "C", "C", "H", "H", "H", "H", "O", "C", "C", "C", "C", "O", "C", "C", "H", "H", "H", "H", "O", "C", "C", "C", "C", "O", "C", "C", "H", "H", "H", "H", "O", "C", "C", "C", "C", "O", "C", "C", "H", "H", "H", "H", "O", "C", "C", "C", "C", "O", "C", "C", "H", "H", "H", "H"], "positions_angstrom": [[-0.5395, 2.8109, 5.6877], [0.6341, 3.5877, 5.5509], [0.2734, 4.2798, 4.2193], [0.1891, 5.5947, 4.0044], [0.1155, 2.9749, 3.2441], [-0.7977, 2.6614, 1.9229], [-0.6484, 1.1252, 1.2782], [-1.6365, 0.8381, -0.0368], [-1.1887, 1.7567, -1.3349], [-1.8157, 0.9814, -2.6722], [-3.0427, 1.4328, -3.3896], [-1.1635, -0.2652, -3.1934], [0.2388, -0.3129, -3.7209], [-1.9226, -1.5592, -3.2129], [0.3803, -0.0235, 1.9090], [0.4508, -1.4882, 1.1784], [0.5865, -1.3982, -0.3240], [1.5534, -2.3684, 1.6259], [-0.9589, -2.3069, 1.5514], [-0.5750, -3.6717, 2.0726], [-1.5720, -1.5854, 2.6933], [1.2833, 0.3515, 3.2538], [2.1933, -0.5851, 3.9292], [1.1109, 1.8486, 3.8940], [1.7591, 2.5904, 5.2020], [2.9452, 2.4575, 5.8178], [-0.5360, 2.2859, 6.5906], [-1.3765, 3.4646, 5.6498], [-1.5218, 3.4803, 1.5055], [-2.7111, 1.2231, 0.3116], [-1.7313, -0.3111, -0.2717], [-0.0180, 1.8519, -1.4512], [-1.7346, 2.8110, -1.2766], [-1.6677, -2.4349, 0.6175], [3.1228, -0.5691, 3.5046], [-2.7308, 1.2385, -6.9665], [-3.4253, 0.2328, -7.0194], [-3.6579, -0.4724, -8.2952], [-4.4187, -1.5699, -8.3524], [-5.0575, -2.1249, -7.1426], [-5.7521, -3.1306, -7.1955], [-4.8249, -1.4196, -5.8668], [-4.0642, -0.3222, -5.8097], [-3.1818, -0.0533, -9.1736], [-4.6000, -2.0988, -9.2801], [-5.3010, -1.8387, -4.9885], [-3.8828, 0.2067, -4.8820], [1.6219, 9.6682, 5.5118], [2.0675, 9.3348, 4.4224], [3.0454, 10.1755, 3.7038], [3.5300, 9.8114, 2.5126], [3.1100, 8.5529, 1.8650], [3.5556, 8.2195, 0.7756], [2.1321, 7.7122, 2.5836], [1.6475, 8.0763, 3.7748], [3.3441, 11.0952, 4.1923], [4.2473, 10.4167, 1.9719], [1.8334, 6.7925, 2.0951], [0.9302, 7.4710, 4.3155], [-0.6113, -7.7965, -4.4725], [-0.6921, -6.8463, -3.7063], [0.1776, -6.7433, -2.5178], [0.0871, -5.7059, -1.6800], [-0.8847, -4.6179, -1.9075], [-0.9654, -3.6677, -1.1412], [-1.7543, -4.7209, -3.0959], [-1.6638, -5.7583, -3.9337], [0.8857, -7.5489, -2.3652], [0.7169, -5.6153, -0.8034], [-2.4625, -3.9153, -3.2486], [-2.2936, -5.8489, -4.8104], [3.8841, -7.8277, 4.1779], [3.3133, -7.8384, 3.0960], [1.8909, -7.4623, 2.9754], [1.2676, -7.4763, 1.7932], [1.9745, -7.8667, 0.5572], [1.4037, -7.8774, -0.5247], [3.3969, -8.2429, 0.6778], [4.0202, -8.2288, 1.8600], [1.3864, -7.1776, 3.8910], [0.2246, -7.2040, 1.6874], [3.9014, -8.5276, -0.2378], [5.0632, -8.5011, 1.9658], [5.2179, 3.8805, -2.1817], [5.7258, 4.9865, -2.0580], [6.8507, 5.4138, -2.9132], [7.4064, 6.6216, -2.7759], [6.9186, 7.5807, -1.7649], [7.4265, 8.6867, -1.6413], [5.7937, 7.1533, -0.9098], [5.2380, 5.9455, -1.0471], [7.1966, 4.6993, -3.6505], [8.2326, 6.9505, -3.3944], [5.4478, 7.8678, -0.1725], [4.4119, 5.6167, -0.4286], [-4.7211, -5.5314, 3.2770], [-5.1549, -4.5158, 2.7509], [-4.3475, -3.2817, 2.6842], [-4.8231, -2.1719, 2.1111], [-6.1749, -2.1325, 1.5189], [-6.6087, -1.1168, 0.9927], [-6.9823, -3.3666, 1.5855], [-6.5067, -4.4764, 2.1586], [-3.3577, -3.3268, 3.1225], [-4.2443, -1.2580, 2.0545], [-7.9721, -3.3215, 1.1473], [-7.0855, -5.3902, 2.2153]], "mulliken_charge": [-0.49, -0.08, 0.06, -0.55, 0.53, -0.81, 0.53, -0.43, -0.36, 0.12, -0.32, 0.30, -0.26, -0.16, 0.17, 0.93, -0.23, -0.29, 0.35, -0.29, -0.27, -0.38, -0.50, 0.43, 0.21, -0.52, 0.23, 0.24, 0.29, 0.41, -0.07, 0.37, 0.35, 0.15, 0.34, -0.56, 0.28, -0.37, -0.36, 0.36, -0.57, -0.43, -0.14, 0.42, 0.41, 0.46, 0.52, -0.55, 0.20, -0.45, -0.36, 0.33, -0.53, -0.20, -0.37, 0.41, 0.44, 0.47, 0.65, -0.57, 0.35, -0.32, -0.16, -0.06, -0.24, -0.43, -0.51, 0.60, 0.41, 0.47, 0.44, -0.55, 0.34, -0.44, -0.16, 0.28, -0.51, -0.39, -0.39, 0.43, 0.50, 0.43, 0.40, -0.56, 0.35, -0.41, -0.36, 0.29, -0.55, -0.25, -0.31, 0.40, 0.41, 0.54, 0.48, -0.55, 0.26, -0.31, -0.26, 0.32, -0.57, -0.38, -0.39, 0.50, 0.52, 0.42, 0.42]}

Values of molar mass, in order: 1192.40, 1034.80, all in g mol⁻¹.